The following is a DFT calculation (ωB97M-V with the def2-TZVPD basis set) of a cluster of 2 separate species, C8H16 in total.

Computed properties:
SMILES: C=C(C)C.C=C(C)C
Orbital gap in eV: 10.09
F_max in eV Å⁻¹: 1.79
HOMO level in eV: -9.20
Relative energy (zero: lowest compared OMol25 entry of this formula, charge and spin) in kJ/mol: 96.2
Molecular weight in g mol⁻¹: 112.22
Multiplicity: 1

Each line ends with the natural charge from an NBO analysis.
Geometry (Å):
1 C -0.21 0.29 4.92  -0.42
2 C 0.83 -0.33 4.38  0.03
3 C 0.77 -1.85 4.01  -0.64
4 C 2.03 0.41 4.07  -0.64
5 H -0.23 1.37 5.09  0.20
6 H -1.11 -0.28 5.17  0.19
7 H 0.91 -1.93 2.92  0.21
8 H -0.21 -2.29 4.27  0.22
9 H 1.56 -2.43 4.51  0.21
10 H 2.16 0.44 2.97  0.21
11 H 2.86 -0.18 4.50  0.21
12 H 2.10 1.44 4.46  0.22
13 C -0.13 -0.85 -4.10  -0.42
14 C -0.89 0.26 -4.21  0.03
15 C -1.13 1.25 -3.08  -0.65
16 C -1.44 0.61 -5.58  -0.64
17 H 0.03 -1.54 -4.94  0.20
18 H 0.36 -1.09 -3.15  0.19
19 H -0.44 1.04 -2.25  0.22
20 H -2.16 1.30 -2.68  0.22
21 H -0.87 2.23 -3.52  0.21
22 H -2.53 0.78 -5.47  0.21
23 H -1.29 -0.18 -6.33  0.22
24 H -0.97 1.54 -5.93  0.21

The following is a DFT calculation (ωB97M-V with the def2-TZVPD basis set) of a structure of composition C8H16F6N3O9S3.

Computed properties:
Orbital gap in eV: 8.17
F_max in eV Å⁻¹: 0.57
Total charge: -1
HOMO level in eV: -6.29
Molecular weight in g mol⁻¹: 508.42
Multiplicity: 1

Each line ends with the natural charge from an NBO analysis.
Geometry (Å):
1 C -2.60 -0.39 1.04  -0.64
2 C -1.43 0.33 1.72  0.09
3 O -1.92 1.06 2.85  -0.73
4 C -0.33 -0.63 2.20  -0.23
5 N 0.60 -0.98 1.13  -0.63
6 C 0.99 -2.37 1.09  -0.24
7 C 2.33 -2.58 0.41  -0.07
8 O 2.34 -2.39 -1.01  -0.40
9 N 2.60 -1.04 -1.37  -0.40
10 C 3.98 -0.92 -1.87  -0.29
11 C 4.86 0.02 -1.06  0.00
12 O 5.04 -0.41 0.27  -0.69
13 C 4.43 1.49 -1.05  0.95
14 F 3.23 1.67 -0.47  -0.32
15 F 4.36 1.96 -2.31  -0.32
16 F 5.32 2.24 -0.38  -0.32
17 S 1.43 -0.75 -2.55  2.52
18 O 0.14 -0.83 -2.00  -0.84
19 O 1.78 -1.38 -3.78  -0.91
20 F 1.80 0.76 -2.72  -0.48
21 H -2.43 -1.46 0.95  0.19
22 H -3.50 -0.21 1.61  0.26
23 H -2.80 0.02 0.05  0.24
24 H -0.97 1.01 1.00  0.16
25 H -1.64 1.98 2.77  0.47
26 H -0.78 -1.54 2.60  0.18
27 H 0.18 -0.14 3.04  0.18
28 H 1.41 -0.39 1.16  0.35
29 H 0.23 -2.97 0.57  0.20
30 H 1.10 -2.81 2.09  0.17
31 H 2.66 -3.62 0.54  0.20
32 H 3.08 -1.93 0.87  0.16
33 H 4.00 -0.64 -2.92  0.24
34 H 4.42 -1.91 -1.79  0.24
35 H 5.84 0.03 -1.53  0.21
36 H 4.25 -0.18 0.78  0.48
37 N -5.58 2.76 -0.68  -1.24
38 S -6.32 1.48 -1.26  2.52
39 O -7.74 1.51 -1.09  -0.94
40 O -5.63 0.25 -1.07  -0.94
41 F -6.09 1.83 -2.79  -0.51
42 S -5.53 2.96 0.87  2.52
43 O -5.06 4.27 1.18  -0.95
44 O -5.00 1.85 1.60  -0.95
45 F -7.07 2.99 1.30  -0.51

The following is a DFT calculation (ωB97M-V with the def2-TZVPD basis set) of a cluster of 2 separate species, C8H16INO3 in total.

Computed properties:
SMILES: O=[N+]([O-])O.CCCCCC/C=C/I
Orbital gap in eV: 9.59
F_max in eV Å⁻¹: 6.02
HOMO level in eV: -9.20
Molecular weight in g mol⁻¹: 301.12
Multiplicity: 1

Each line ends with the natural charge from an NBO analysis.
Geometry (Å):
1 O 0.08 -1.18 -4.58  -0.34
2 N 1.23 -0.95 -4.41  0.74
3 O 2.15 -1.67 -4.23  -0.34
4 O 1.46 0.44 -4.38  -0.55
5 H 2.30 0.69 -4.23  0.48
6 C -2.28 0.51 3.15  -0.61
7 C -1.18 1.41 2.64  -0.38
8 C -0.03 0.53 2.13  -0.40
9 C -0.25 -0.76 1.48  -0.41
10 C -0.90 -0.98 0.09  -0.39
11 C -0.34 -0.11 -1.06  -0.42
12 C 1.22 -0.39 -1.18  -0.19
13 C 2.02 0.63 -1.41  -0.35
14 I 4.08 0.32 -1.73  0.09
15 H -2.48 -0.23 2.42  0.20
16 H -3.21 1.06 3.36  0.21
17 H -1.95 0.04 4.08  0.20
18 H -0.79 2.03 3.36  0.20
19 H -1.44 2.05 1.73  0.19
20 H 0.71 1.00 1.54  0.20
21 H 0.48 0.31 3.03  0.20
22 H -0.64 -1.32 2.26  0.21
23 H 0.62 -1.28 1.25  0.20
24 H -0.76 -2.08 -0.18  0.20
25 H -1.94 -0.74 0.20  0.20
26 H -0.69 -0.39 -2.07  0.23
27 H -0.48 0.89 -0.81  0.20
28 H 1.28 -1.43 -1.03  0.22
29 H 1.72 1.61 -1.45  0.20

The following is a DFT calculation (ωB97M-V with the def2-TZVPD basis set) of a cluster of 2 separate species, C8H16INO4 in total.

Computed properties:
SMILES: CC(C)(C)O/C(I)=N/CCC(=O)O.O
Orbital gap in eV: 9.42
F_max in eV Å⁻¹: 4.44
HOMO level in eV: -9.45
Relative energy (zero: lowest compared OMol25 entry of this formula, charge and spin) in kJ/mol: 106.5
Molecular weight in g mol⁻¹: 317.12
Multiplicity: 1

Each line ends with the natural charge from an NBO analysis.
Geometry (Å):
1 C 0.10 2.66 1.73  -0.63
2 C 0.78 1.76 0.64  0.28
3 C 2.12 1.13 1.20  -0.65
4 C 1.27 2.71 -0.47  -0.62
5 O 0.07 0.69 -0.09  -0.52
6 C -0.26 -0.47 0.41  0.54
7 I -0.37 -0.82 2.52  0.03
8 N -0.55 -1.33 -0.43  -0.55
9 C -0.97 -2.70 -0.25  -0.24
10 C -0.42 -3.49 -1.45  -0.52
11 C -0.67 -3.01 -2.86  0.80
12 O -1.04 -3.80 -3.66  -0.59
13 O -0.45 -1.71 -3.08  -0.71
14 H -0.32 3.58 1.32  0.22
15 H -0.83 2.16 2.17  0.19
16 H 0.86 2.84 2.42  0.23
17 H 2.47 0.30 0.64  0.22
18 H 2.06 0.82 2.18  0.21
19 H 2.93 1.92 1.27  0.22
20 H 0.42 3.05 -1.16  0.22
21 H 1.52 3.63 -0.06  0.22
22 H 1.92 2.10 -1.11  0.23
23 H -2.06 -2.92 -0.22  0.22
24 H -0.37 -3.06 0.62  0.20
25 H 0.64 -3.55 -1.61  0.22
26 H -0.85 -4.43 -1.39  0.23
27 H -0.08 -1.17 -2.29  0.53
28 O -2.49 0.94 0.59  -0.92
29 H -3.41 0.78 1.10  0.47
30 H -2.01 1.38 1.31  0.46

The following is a DFT calculation (ωB97M-V with the def2-TZVPD basis set) of a structure of composition C8H16IOTi.

Computed properties:
Orbital gap in eV: 5.55
F_max in eV Å⁻¹: 2.43
Total charge: +1
HOMO level in eV: -10.84
Molecular weight in g mol⁻¹: 302.99
Multiplicity: 1

Each line ends with the natural charge from an NBO analysis.
Geometry (Å):
1 O -1.98 3.34 -0.72  -0.71
2 C -0.57 3.11 -0.60  -0.06
3 C -0.04 2.20 -1.69  -0.44
4 C 1.24 1.48 -1.33  -0.39
5 C 1.08 0.45 -0.22  -0.45
6 C 0.14 -0.68 -0.52  -0.13
7 C 0.32 -1.97 0.04  -0.41
8 C -0.59 -2.19 1.32  -0.40
9 C 0.16 -2.85 2.47  -0.55
10 I -0.29 -1.94 4.33  0.16
11 H -2.18 3.38 -1.66  0.46
12 H -0.07 4.08 -0.63  0.17
13 H -0.44 2.69 0.39  0.16
14 H -0.83 1.50 -1.96  0.19
15 H 0.14 2.81 -2.57  0.22
16 H 1.60 0.95 -2.21  0.21
17 H 2.03 2.18 -1.08  0.22
18 H 0.75 0.91 0.71  0.23
19 H 2.06 0.02 -0.02  0.22
20 H -0.89 -0.36 -0.40  0.17
21 H -0.02 -2.75 -0.84  0.04
22 H 1.36 -2.23 0.22  0.26
23 H -1.45 -2.89 1.12  0.10
24 H -1.05 -1.25 1.61  0.26
25 H -0.11 -3.89 2.57  0.24
26 H 1.23 -2.81 2.30  0.24
27 Ti -1.61 -3.28 -0.64  0.99

The following is a DFT calculation (ωB97M-V with the def2-TZVPD basis set) of a cluster of 2 separate species, C8H16N in total.

Computed properties:
Orbital gap in eV: 7.60
F_max in eV Å⁻¹: 4.83
Total charge: +1
HOMO level in eV: -14.05
Relative energy (zero: lowest compared OMol25 entry of this formula, charge and spin) in kJ/mol: 465.8
Molecular weight in g mol⁻¹: 126.22
Multiplicity: 1

Each line ends with the natural charge from an NBO analysis.
Geometry (Å):
1 C 1.27 0.02 -0.03  0.20
2 C 3.37 2.04 0.45  0.21
3 C 4.11 1.52 1.47  -0.79
4 C -2.31 1.06 0.27  -0.62
5 C -1.11 -2.62 -0.22  -0.60
6 C -1.40 -0.74 -1.94  -0.59
7 C -2.09 -0.41 0.49  -0.41
8 C -1.06 -1.07 -0.40  0.12
9 N 0.26 -0.55 -0.16  -0.44
10 H 2.47 2.74 0.42  0.26
11 H 3.60 1.93 -0.62  0.23
12 H 4.00 1.97 2.47  0.31
13 H 5.09 1.17 1.13  0.29
14 H 3.41 0.67 1.61  0.41
15 H -1.27 1.68 0.08  0.19
16 H -2.87 1.63 1.07  0.24
17 H -2.92 1.34 -0.57  0.22
18 H -0.67 -3.06 -1.12  0.22
19 H -2.04 -3.09 -0.05  0.24
20 H -0.50 -2.86 0.62  0.22
21 H -2.48 -0.86 -2.08  0.22
22 H -1.17 0.29 -1.99  0.21
23 H -0.96 -1.26 -2.69  0.22
24 H -2.94 -0.99 0.30  0.23
25 H -1.77 -0.57 1.48  0.21